Entry 1:
{"formula": "C5H13F2NaO2S", "method": "the ωB97M-V functional and the def2-TZVPD basis", "species": ["Na", "F", "F", "C", "C", "C", "O", "H", "H", "H", "H", "H", "H", "H", "C", "S", "O", "C", "H", "H", "H", "H", "H", "H"], "positions_angstrom": [[-2.756, 0.131, -1.588], [-3.961, -1.798, -2.063], [-2.282, 2.078, -2.731], [-1.775, 0.504, 2.779], [-0.949, 0.301, 1.494], [0.352, -0.455, 1.869], [-1.632, -0.334, 0.526], [-1.211, 1.055, 3.547], [-2.050, -0.473, 3.200], [-2.717, 1.012, 2.564], [-0.617, 1.332, 1.178], [0.822, -0.055, 2.787], [1.109, -0.338, 1.088], [0.132, -1.514, 2.017], [0.699, 0.597, -2.038], [1.811, -0.687, -2.524], [2.852, -0.097, -3.403], [2.606, -0.925, -0.945], [0.000, 0.764, -2.862], [1.203, 1.516, -1.745], [0.042, 0.276, -1.219], [2.089, -1.703, -0.386], [2.598, 0.002, -0.371], [3.636, -1.189, -1.175]], "relative_energy_ev": 0.000, "charge": -2, "gap_ev": 5.73, "total_energy_ha": -1109.0135, "multiplicity": 1}

Entry 2:
{"formula": "C22H42Cl3LuN2O3SSi", "method": "the ωB97M-V functional and the def2-TZVPD basis", "species": ["C", "C", "H", "H", "H", "C", "C", "H", "H", "H", "H", "Lu", "Cl", "Cl", "C", "O", "N", "C", "C", "H", "H", "H", "H", "H", "H", "H", "H", "H", "C", "C", "N", "H", "C", "O", "H", "H", "H", "H", "O", "C", "C", "C", "H", "C", "H", "C", "H", "C", "C", "H", "H", "H", "Si", "Cl", "C", "C", "C", "H", "H", "H", "H", "H", "H", "H", "H", "H", "C", "S", "C", "H", "H", "H", "H", "H", "H"], "positions_angstrom": [[1.664, -1.115, -3.408], [1.189, 0.261, -3.067], [1.553, -1.366, -4.471], [1.101, -1.849, -2.809], [2.728, -1.220, -3.121], [0.592, 1.094, -3.944], [0.263, 0.755, -5.348], [0.335, 2.125, -3.656], [0.179, -0.329, -5.494], [1.015, 1.154, -6.041], [-0.697, 1.213, -5.614], [0.027, -1.011, 1.057], [2.339, -1.303, 1.956], [-1.704, -2.851, 1.499], [0.967, 2.248, 2.015], [0.275, 1.198, 1.965], [0.472, 3.485, 2.225], [-0.955, 3.744, 2.366], [1.355, 4.654, 2.228], [2.062, 2.280, 1.882], [-1.526, 2.819, 2.402], [-1.314, 4.358, 1.531], [-1.131, 4.328, 3.279], [2.380, 4.373, 1.952], [1.367, 5.108, 3.230], [0.980, 5.386, 1.502], [-1.217, -0.838, -2.318], [-2.459, 1.704, -3.038], [-2.171, -0.914, -1.785], [-3.217, 1.300, -2.350], [-2.592, 0.437, -1.352], [-2.074, -1.564, -0.925], [-2.615, 0.797, -0.043], [-2.018, 0.169, 0.860], [-3.720, 2.133, -1.871], [-3.217, 1.686, 0.171], [-2.926, -1.295, -2.488], [-3.936, 0.710, -2.942], [0.646, -0.198, -0.810], [1.392, 0.659, -1.593], [-0.104, 2.660, -1.251], [1.173, 2.128, -1.347], [-0.937, 1.960, -1.154], [-0.303, 4.037, -1.196], [2.464, 0.478, -1.397], [2.276, 2.967, -1.343], [-1.320, 4.449, -1.098], [0.804, 4.894, -1.257], [2.094, 4.352, -1.331], [3.285, 2.520, -1.305], [0.647, 5.980, -1.303], [2.953, 5.023, -1.375], [0.540, -5.385, 0.389], [0.662, -3.533, -0.756], [-1.227, -6.018, 0.669], [1.635, -5.008, 1.875], [1.151, -7.041, -0.334], [-2.025, -5.289, 0.448], [-1.294, -6.287, 1.743], [-1.400, -6.937, 0.072], [0.442, -7.506, -1.044], [1.214, -7.706, 0.542], [2.142, -6.982, -0.792], [1.634, -3.931, 2.139], [2.671, -5.288, 1.602], [1.348, -5.599, 2.766], [0.588, -0.826, 5.110], [-0.739, -1.222, 3.987], [-1.889, 0.096, 4.293], [1.521, -0.851, 4.531], [0.583, -1.629, 5.859], [0.428, 0.148, 5.591], [-2.622, -0.287, 5.012], [-1.410, 0.995, 4.688], [-2.380, 0.314, 3.336]], "relative_energy_ev": 0.000, "gap_ev": 8.74, "total_energy_ha": -4502.7927, "multiplicity": 1}

Entry 3:
{"formula": "C36H41CeN15", "method": "the ωB97M-V functional and the def2-TZVPD basis", "species": ["Ce", "C", "N", "C", "C", "N", "C", "C", "C", "C", "C", "C", "N", "C", "N", "C", "C", "C", "C", "C", "C", "N", "H", "H", "H", "H", "H", "H", "H", "H", "H", "H", "H", "H", "H", "H", "H", "C", "N", "C", "C", "N", "N", "C", "N", "N", "H", "H", "H", "H", "H", "H", "H", "H", "H", "H", "H", "C", "C", "C", "C", "C", "C", "N", "N", "C", "C", "C", "C", "C", "N", "H", "H", "H", "H", "H", "H", "H", "H", "H", "N", "C", "C", "C", "N", "C", "C", "H", "H", "H", "H", "H", "H"], "positions_angstrom": [[0.303, -0.065, -0.023], [3.662, 1.246, 0.442], [2.388, 1.382, 1.167], [2.510, 0.944, 2.558], [2.555, -0.552, 2.565], [1.950, -1.297, 1.658], [2.249, -2.618, 2.020], [1.853, -3.833, 1.457], [2.328, -4.990, 2.037], [3.175, -4.962, 3.157], [3.557, -3.773, 3.743], [3.071, -2.613, 3.151], [3.236, -1.274, 3.474], [3.390, 1.187, -1.023], [2.357, 0.543, -1.526], [2.437, 0.743, -2.908], [1.585, 0.341, -3.940], [1.922, 0.716, -5.225], [3.076, 1.467, -5.496], [3.923, 1.882, -4.489], [3.572, 1.510, -3.196], [4.149, 1.780, -1.964], [4.368, 2.047, 0.682], [4.127, 0.304, 0.746], [2.087, 2.350, 1.147], [3.399, 1.348, 3.057], [1.635, 1.295, 3.109], [1.186, -3.877, 0.607], [2.046, -5.948, 1.623], [3.525, -5.895, 3.575], [4.194, -3.751, 4.616], [3.782, -0.904, 4.235], [0.701, -0.252, -3.749], [1.289, 0.417, -6.049], [3.305, 1.728, -6.520], [4.809, 2.464, -4.700], [5.001, 2.292, -1.799], [-2.033, 4.942, 2.576], [-1.744, 3.507, 2.589], [-2.191, 2.705, 3.725], [-1.005, 2.912, 1.636], [-0.692, 1.647, 1.623], [-0.551, 3.762, 0.632], [-0.169, 3.448, -0.664], [0.054, 4.535, -1.436], [-0.030, 2.231, -1.067], [-2.640, 5.182, 3.441], [-2.603, 5.226, 1.688], [-1.122, 5.542, 2.651], [-2.805, 3.320, 4.371], [-1.344, 2.332, 4.306], [-2.807, 1.864, 3.393], [-1.147, 1.168, 2.394], [-0.716, 4.741, 0.796], [-0.228, 5.460, -1.159], [0.263, 4.410, -2.413], [0.225, 2.208, -2.051], [-4.935, 2.285, -2.390], [-4.666, 1.328, -3.360], [-3.618, 0.438, -3.195], [-2.832, 0.523, -2.044], [-3.081, 1.496, -1.081], [-4.145, 2.367, -1.250], [-1.732, -0.377, -1.821], [-1.785, -1.398, -2.540], [-0.683, -2.294, -2.481], [-0.810, -3.434, -3.261], [0.277, -4.297, -3.335], [1.436, -3.973, -2.647], [1.460, -2.813, -1.881], [0.416, -1.990, -1.776], [-5.762, 2.968, -2.528], [-5.275, 1.273, -4.251], [-3.406, -0.305, -3.948], [-2.462, 1.559, -0.195], [-4.364, 3.108, -0.493], [-1.727, -3.615, -3.802], [0.225, -5.193, -3.938], [2.315, -4.598, -2.700], [2.353, -2.525, -1.338], [-4.379, -3.648, 3.395], [-3.462, -2.927, 2.740], [-3.821, -1.889, 1.858], [-2.842, -1.187, 1.205], [-1.516, -1.404, 1.341], [-1.184, -2.395, 2.199], [-2.082, -3.159, 2.897], [-5.363, -3.491, 3.258], [-4.116, -4.398, 4.009], [-4.860, -1.645, 1.683], [-3.139, -0.400, 0.525], [-0.129, -2.582, 2.332], [-1.724, -3.934, 3.560]], "relative_energy_ev": 0.000, "charge": 3, "gap_ev": [7.27, 7.28], "total_energy_ha": -2692.3661, "multiplicity": 2}